Record 1
# C7H13N3Si

C7H13N3Si in the gas phase (ωB97M-V with the def2-TZVPD basis set, the OMol25 dataset).

Geometry (Å):
Si -0.68 -0.75 -0.71
N 0.38 0.42 -0.01
N 2.65 1.72 -0.61
N 0.13 0.24 2.35
C 2.58 1.20 -1.65
C 0.60 0.80 1.20
C -0.27 -0.82 -2.60
C -2.44 0.00 -0.55
C 1.54 1.94 1.41
C 2.61 2.21 0.65
C -0.73 -2.39 0.31
H 0.34 -2.53 0.53
H -0.15 -1.80 -3.07
H 1.53 2.30 2.48
H -1.33 -2.15 1.15
H -2.70 -0.60 0.28
H -0.92 -0.36 -3.31
H 0.67 -0.28 -2.65
H -2.63 1.05 -0.17
H -3.17 0.02 -1.35
H 3.43 2.89 1.03
H -0.13 0.89 3.15
H -0.24 -0.67 2.31
H -1.07 -3.32 -0.15

The total energy comes out at -728.22937 Ha. The net charge is 0. The value obtained for the energy above the lowest of the compared OMol25 structures with the same formula, charge and spin is 138.11 kJ/mol. As for the HOMO energy: -0.3246 hartree.

Atomic partial charges in e from the Löwdin method, atoms 1 to 2: 0.50 0.02

Record 2
# C7H13N4

A gas-phase ion, C7H13N4 (charge +1) (ωB97M-V with the def2-TZVPD basis set, the OMol25 dataset).

Geometry (Å):
N -2.81 -1.71 -0.69
N 0.69 -0.89 0.06
N -0.05 0.30 0.14
N -2.33 0.89 0.22
C 0.32 2.79 -0.16
C 2.07 0.86 0.24
C -1.41 -0.05 0.26
C 0.82 1.35 0.17
C 1.97 -0.55 0.15
C 3.04 -1.51 0.06
C -1.76 -1.57 0.23
H 1.26 3.42 -0.39
H -2.11 1.84 0.13
H -2.36 -2.09 -1.57
H -0.36 2.76 -0.96
H 2.82 -2.50 -0.14
H 3.00 1.28 0.45
H -1.93 -1.82 1.28
H -3.27 0.55 0.08
H 3.50 -1.66 1.07
H 3.63 -1.06 -0.81
H -0.19 3.28 0.69
H -0.76 -2.05 -0.06
H -3.78 -1.86 -0.45

The total energy comes out at -493.25262 Ha. As for the SMILES: Cc1cc(C)n(C(=[NH2+])CN)n1. The net charge is +1. The value obtained for the energy above the lowest of the compared OMol25 structures with the same formula, charge and spin is 251.41 kJ/mol. As for the HOMO energy: -0.4918 hartree.

Atomic partial charges in e from the Löwdin method, atoms 1 to 2: 0.01 0.10

Record 3
# C7H13N4

A gas-phase ion, C7H13N4 (charge +1) (ωB97M-V with the def2-TZVPD basis set, the OMol25 dataset).

Geometry (Å):
N -2.87 -2.13 -0.04
N 0.94 1.55 0.12
N -1.53 1.83 -0.10
N 1.94 0.70 0.03
C -1.04 -0.57 0.18
C 2.59 0.04 1.09
C -0.70 0.83 0.21
C -2.36 -0.86 0.00
C -2.79 1.57 -0.10
C -3.27 0.26 -0.15
C 2.11 0.18 -1.32
H -2.20 -2.90 -0.32
H -4.24 0.09 -0.40
H 3.39 -0.56 0.63
H 1.96 -0.64 1.61
H -0.29 -1.23 0.51
H -3.76 -2.28 -0.57
H 2.99 0.56 -1.85
H -3.44 2.47 0.10
H 0.86 1.90 1.08
H 1.17 0.49 -1.86
H 2.20 -0.89 -1.37
H -1.13 2.76 -0.37
H 3.17 0.76 1.79

The total energy comes out at -493.08284 Ha. The net charge is +1. The value obtained for the energy above the lowest of the compared OMol25 structures with the same formula, charge and spin is 87.16 kJ/mol. As for the HOMO energy (spin up / spin down): -0.2938 / -0.4434 hartree. As for the multiplicity: 3.

Atomic partial charges in e from the Löwdin method, atoms 1 to 2: 0.09 0.12

Record 4
# C7H13NO

3 unconnected molecules or ions with the total composition C7H13NO (ωB97M-V with the def2-TZVPD basis set, the OMol25 dataset).

Geometry (Å):
O 2.88 1.13 0.06
N 0.20 -2.73 1.26
C -1.10 1.51 1.42
C -0.39 2.43 -0.79
C -0.20 2.12 0.66
C 1.90 -0.73 -1.28
C -0.51 -1.93 0.60
C 2.37 0.15 -0.62
C -1.39 -2.24 -0.57
H -2.42 -2.29 -0.23
H 0.74 2.43 1.08
H -1.38 2.14 -1.13
H -2.06 1.21 1.02
H 1.48 -1.48 -1.87
H -0.92 1.31 2.46
H -1.13 -3.20 -1.02
H 3.45 0.80 0.76
H 0.18 -3.70 0.93
H -0.50 -0.90 0.92
H -0.25 3.50 -0.97
H 0.36 1.90 -1.37
H -1.32 -1.44 -1.32

The total energy comes out at -404.37068 Ha. As for the SMILES: [H]/N=C\C.C#CO.C=CC. The net charge is 0. The value obtained for the energy above the lowest of the compared OMol25 structures with the same formula, charge and spin is 411.64 kJ/mol. As for the HOMO energy: -0.3437 hartree.

Atomic partial charges in e from the Löwdin method, atoms 1 to 2: 0.06 0.08

Record 5
# C7H13NO

A molecular structure, C7H13NO (ωB97M-V with the def2-TZVPD basis set, the OMol25 dataset).

Geometry (Å):
O -2.89 0.38 -0.33
N 0.30 -0.44 -1.65
C 2.31 -0.69 -0.23
C 0.13 1.61 0.51
C -1.68 -0.32 -0.44
C -1.02 -0.17 -1.68
C 0.81 -0.83 -0.39
C -0.22 0.15 0.71
C -0.40 -0.29 1.99
H 2.85 -1.42 -0.83
H -3.27 0.14 0.52
H 0.76 1.82 -0.35
H -0.78 2.19 0.33
H 2.64 0.31 -0.50
H 0.63 2.01 1.40
H 2.56 -0.85 0.82
H 0.46 -1.83 -0.13
H -0.22 0.35 2.84
H -0.68 -1.31 2.20
H -1.75 -1.34 -0.02
H 0.91 0.11 -2.26
H -1.43 0.41 -2.50

The total energy comes out at -404.38069 Ha. The net charge is 0. The value obtained for the energy above the lowest of the compared OMol25 structures with the same formula, charge and spin is 385.34 kJ/mol. As for the HOMO energy (spin up / spin down): -0.2416 / -0.2416 hartree.

Atomic partial charges in e from the Löwdin method, atoms 1 to 2: -0.01 0.00

Record 6
# C7H13NO

2 unconnected molecules or ions with the total composition C7H13NO (ωB97M-V with the def2-TZVPD basis set, the OMol25 dataset).

Geometry (Å):
O 2.93 -0.87 -0.84
N 2.08 1.85 -0.13
C -0.05 -1.75 1.14
C -1.37 1.34 0.84
C 1.44 0.79 0.10
C -0.69 0.81 -0.40
C -1.58 -0.07 -1.25
C 0.76 -1.50 -0.10
C 1.74 -0.54 -0.25
H 0.85 -2.36 -0.75
H -0.74 2.05 1.38
H -1.66 0.54 1.52
H 0.02 -0.93 1.84
H 0.37 -2.64 1.63
H -1.09 -1.97 0.91
H -2.02 -0.90 -0.69
H -1.05 -0.46 -2.13
H 1.74 2.67 0.38
H -2.43 0.52 -1.62
H -2.30 1.87 0.56
H 3.35 -0.04 -1.11
H -0.31 1.61 -1.02

The total energy comes out at -404.34824 Ha. The net charge is 0. The value obtained for the energy above the lowest of the compared OMol25 structures with the same formula, charge and spin is 470.54 kJ/mol. As for the HOMO energy (spin up / spin down): -0.2878 / -0.2879 hartree.

Atomic partial charges in e from the Löwdin method, atoms 1 to 2: 0.05 0.11

Record 7
# C7H13NO2

C7H13NO2 in the gas phase (ωB97M-V with the def2-TZVPD basis set, the OMol25 dataset).

Geometry (Å):
O -1.74 -0.73 -0.28
O 0.35 0.37 2.12
N 0.83 -0.89 2.01
C 0.92 1.76 0.19
C -1.49 1.68 1.15
C 0.76 -2.85 0.48
C -0.19 0.88 0.79
C 0.50 -1.45 0.91
C -0.38 -0.39 -0.06
C 0.18 -0.36 -1.49
H -1.25 1.96 2.17
H -2.27 0.96 1.02
H 1.19 -0.22 -1.58
H 1.32 -3.37 1.17
H 0.86 2.69 0.62
H -0.25 -3.30 0.22
H 1.20 -2.75 -0.57
H -0.49 0.21 -2.01
H 1.79 1.24 0.52
H -1.44 2.53 0.53
H 0.76 1.75 -0.96
H -0.05 -1.27 -1.89
H -1.90 -1.37 0.39

The total energy comes out at -479.64625 Ha. As for the SMILES: CC1=NOC(C)(C)[C@]1(C)O. The net charge is 0. The value obtained for the energy above the lowest of the compared OMol25 structures with the same formula, charge and spin is 394.57 kJ/mol. As for the HOMO energy: -0.3378 hartree.

Atomic partial charges in e from the Löwdin method, atoms 1 to 2: 0.01 -0.11

Record 8
# C7H13NO2Si

2 unconnected molecules or ions with the total composition C7H13NO2Si (ωB97M-V with the def2-TZVPD basis set, the OMol25 dataset).

Geometry (Å):
Si 0.22 1.28 -0.43
O -0.35 -1.03 2.27
O -0.12 -2.59 0.76
N -2.96 -0.45 -1.41
C -1.83 -0.45 -1.14
C 0.04 -3.80 1.45
C 0.45 2.03 -2.26
C -0.51 -0.43 -0.83
C 1.97 1.27 0.29
C -1.09 2.15 0.58
C -0.35 -1.47 1.18
H 0.65 3.07 -2.55
H 2.47 0.32 0.09
H -0.56 2.76 1.32
H -0.64 1.79 -2.53
H 1.07 1.37 -2.83
H 2.13 1.49 1.35
H -0.86 -4.39 1.41
H 0.14 -1.19 -1.34
H 0.90 -4.41 0.98
H 0.27 -3.52 2.48
H 2.49 2.08 -0.12
H -1.88 2.75 0.10
H -1.63 1.37 1.19

The total energy comes out at -769.16039 Ha. The net charge is 0. The value obtained for the energy above the lowest of the compared OMol25 structures with the same formula, charge and spin is 192.17 kJ/mol. As for the HOMO energy: -0.3276 hartree.

Atomic partial charges in e from the Löwdin method, atoms 1 to 2: 0.55 0.15

Record 9
# C7H13NOPRu

A molecular structure, C7H13NOPRu (ωB97M-V with the def2-TZVPD basis set, the OMol25 dataset).

Geometry (Å):
Ru -0.47 -0.08 -0.51
P -0.01 2.01 0.51
O -0.72 -0.41 1.81
N -0.63 -1.34 3.88
C 0.68 0.64 3.57
C -0.29 -1.35 -2.95
C 0.05 -0.01 -2.93
C 0.16 -1.82 -0.56
C -0.32 -2.16 -1.83
C 0.59 0.65 -1.83
C -0.25 -0.39 2.98
H 0.32 -2.66 0.16
H -1.03 2.65 1.32
H -0.32 -1.30 4.85
H 1.66 0.64 3.07
H -0.64 -3.20 -1.99
H 1.19 2.32 1.26
H -1.22 -2.12 3.61
H 0.12 3.09 -0.43
H 0.87 0.40 4.62
H -0.50 -1.80 -3.93
H 0.22 1.65 3.55
H -0.01 0.54 -3.86
H 1.06 1.59 -2.02

The total energy comes out at -840.30544 Ha. The net charge is +1. As for the HOMO energy (spin up / spin down): -0.3700 / -0.4846 hartree. As for the multiplicity: 5.

Atomic partial charges in e from the Löwdin method, atoms 1 to 2: 1.09 0.74

Record 10
# C7H13NOS

C7H13NOS in the gas phase (ωB97M-V with the def2-TZVPD basis set, the OMol25 dataset).

Geometry (Å):
S -1.13 -0.74 -3.70
O -1.00 -1.14 0.27
N 0.94 -0.18 -2.15
C 0.97 -0.54 -0.92
C 0.24 0.84 0.98
C -0.67 0.96 2.15
C 0.03 -0.22 0.17
C 1.33 1.79 0.89
C -0.21 0.42 -2.77
C -1.08 -2.19 -0.62
H 0.15 1.10 -3.60
H -0.86 1.11 -2.30
H -1.68 -2.94 -0.16
H -0.23 0.60 2.97
H -0.17 -2.62 -0.97
H 1.89 -1.15 -0.62
H 0.05 -1.29 -4.10
H 0.78 2.69 0.62
H 2.05 1.45 0.21
H -1.56 0.49 1.90
H 1.73 2.15 1.89
H -1.71 -1.86 -1.48
H -0.80 1.95 2.39

The total energy comes out at -802.58216 Ha. As for the SMILES: COC(/C=N\CS)=C(C)C. The net charge is 0. The value obtained for the energy above the lowest of the compared OMol25 structures with the same formula, charge and spin is 293.22 kJ/mol. As for the HOMO energy: -0.2976 hartree.

Atomic partial charges in e from the Löwdin method, atoms 1 to 2: 0.74 -0.08

Record 11
# C7H13NOS

C7H13NOS in the gas phase (ωB97M-V with the def2-TZVPD basis set, the OMol25 dataset).

Geometry (Å):
S -1.16 -2.35 3.13
O 1.92 2.72 0.49
N -1.27 -2.20 0.37
C -1.09 -0.35 -1.26
C 0.63 2.23 0.84
C -1.46 -1.81 -0.99
C 0.64 0.74 1.18
C 0.40 -0.05 -1.28
C -1.25 -2.24 1.54
C 1.16 -0.16 0.05
H -1.63 0.29 -0.51
H -0.87 -2.46 -1.64
H 0.88 -0.69 -2.01
H -1.51 -0.09 -2.22
H 0.52 0.98 -1.67
H 2.15 2.32 -0.35
H 1.15 -1.23 0.40
H -0.39 0.44 1.49
H 2.22 0.07 -0.13
H 1.27 0.60 2.04
H -2.55 -2.00 -1.23
H 0.33 2.78 1.71
H -0.11 2.44 0.05

The total energy comes out at -802.68867 Ha. As for the SMILES: OCCCCCCN=C=S. The net charge is 0. The value obtained for the energy above the lowest of the compared OMol25 structures with the same formula, charge and spin is 13.57 kJ/mol. As for the HOMO energy: -0.3332 hartree.

Atomic partial charges in e from the Löwdin method, atoms 1 to 2: 0.63 -0.06